1.
{"formula": "C3H4OS", "method": "ωB97M-V with the def2-TZVPD basis set", "e_tot_ha": -590.017915, "relative_energy_kcal_mol": 66.98, "homo_lumo_gap_ev": 10.254, "e_homo_ev": -9.46, "elements": ["C", "C", "C", "O", "S", "H", "H", "H", "H"], "coordinates": [[0.87474, -0.81841, 1.68678], [0.78957, -0.45717, 0.43744], [-0.02563, 0.26028, -0.64695], [3.32299, 0.42826, 1.34728], [2.53724, -0.74098, 0.97780], [0.27502, -0.78040, 2.46476], [-1.09355, 0.21573, -0.43966], [0.14343, -0.38827, -1.45830], [0.21224, 1.39518, -0.92574]], "forces_ev_per_angstrom": [[2.323, 0.264, -4.316], [0.633, 1.984, -0.053], [0.575, 1.176, 0.916], [-0.006, 0.614, 0.062], [-1.300, -0.919, -0.171], [-2.337, -0.202, 4.043], [-0.003, 0.016, 0.317], [0.061, -0.238, -1.722], [0.055, -2.694, 0.924]]}

2.
{"formula": "C3H4OS", "method": "ωB97M-V with the def2-TZVPD basis set", "smiles": "S=C1CCO1", "e_tot_ha": -590.028006, "relative_energy_kcal_mol": 60.65, "homo_lumo_gap_ev": 9.544, "e_homo_ev": -9.09, "elements": ["S", "C", "C", "C", "O", "H", "H", "H", "H"], "coordinates": [[-2.80239, -0.29155, 0.02335], [-1.21182, -0.21834, -0.17807], [0.07912, 0.63716, -0.08095], [0.93986, -0.48808, 0.14526], [-0.28240, -1.27694, -0.22055], [-0.22918, 1.39014, 0.55013], [0.21770, 1.35496, -0.91752], [1.30330, -0.70621, 1.20839], [1.98581, -0.40114, -0.53003]], "forces_ev_per_angstrom": [[0.797, 0.155, -0.429], [3.685, -0.907, 0.098], [-3.525, 4.673, -1.782], [2.279, -0.684, -0.272], [0.147, -2.605, 0.104], [0.439, 1.568, 2.897], [0.316, -1.194, -0.378], [-0.954, 0.155, -1.459], [-3.184, -1.160, 1.221]]}